1.
Below is 4 unconnected molecules or ions with the total composition C4H12O3, with properties calculated with ωB97M-V/def2-TZVPD.

Each line ends with the Löwdin charge.
Element x y z (Å)
1 C 1.41166 -0.15441 2.02098  -0.04
2 C 1.95105 -0.10258 -1.82129  0.18
3 O -1.70168 -0.32895 -1.90456  -0.25
4 C 1.30201 -0.18944 -0.61485  -0.10
5 C 1.95060 0.10705 0.63918  0.07
6 H 2.24745 -0.39133 2.63272  0.07
7 H 0.63756 -0.95142 1.90718  0.12
8 H 0.88484 0.73490 2.48207  0.13
9 H 1.44706 -0.30240 -2.74291  0.08
10 H 2.94972 0.37537 -1.99508  0.10
11 H -2.19602 -0.45632 -2.77506  0.03
12 H 0.43777 -0.84859 -0.67124  0.11
13 H 2.95041 0.50830 0.57594  0.12
14 H -1.31917 1.46874 0.49648  -0.02
15 H -2.08594 0.34347 0.97341  0.02
16 O -1.21071 0.95729 1.28531  -0.20
17 H -4.01652 -0.30889 0.48273  -0.06
18 H -2.46867 -0.31163 -1.10995  0.00
19 O -3.17145 -0.14916 0.13895  -0.33

Results
* E_tot: -385.13142 a.u.
* F_max: 2.38 eV Å⁻¹
* frontier orbital gap: 4.324 eV

=====

2.
Below is a molecular structure, C26H48ClOPPm, with properties calculated with ωB97M-V/def2-TZVPD.

Each line ends with the Löwdin charge.
Element x y z (Å)
1 Pm 0.00000 0.00000 0.00000  0.55
2 P 1.49704 -1.11642 -1.43650  0.92
3 Cl 1.48276 -0.75412 1.70360  0.09
4 C 0.97474 1.53956 -0.12503  -0.45
5 H 0.75864 2.39977 -0.76705  -0.03
6 H 1.82063 1.67204 0.56055  -0.03
7 C 1.31014 -2.88253 -0.88934  -0.45
8 C 3.23961 -0.58376 -1.05073  -0.44
9 C 1.88805 -4.00051 -1.77135  -0.21
10 H 1.85088 -2.86122 0.06814  0.07
11 C 1.75547 -5.35687 -1.06081  -0.20
12 H 1.33878 -4.04353 -2.72054  0.10
13 H 2.93615 -3.80543 -2.01408  0.09
14 C 0.29433 -5.65822 -0.70521  -0.21
15 H 2.16579 -6.14897 -1.69854  0.10
16 H 2.35846 -5.33935 -0.14249  0.12
17 C -0.30967 -4.53258 0.14321  -0.19
18 H -0.28655 -5.76598 -1.63290  0.11
19 H 0.22220 -6.61393 -0.17290  0.10
20 C -0.16708 -3.17352 -0.55302  -0.25
21 H -1.36695 -4.73163 0.35233  0.11
22 H 0.20524 -4.48200 1.11147  0.12
23 H -0.76984 -3.15854 -1.47085  0.11
24 H -0.56960 -2.39651 0.11710  0.05
25 C 1.35748 -1.01227 -3.29900  -0.40
26 C 3.62950 0.70734 -1.79137  -0.22
27 H 3.12686 -0.33143 0.01155  0.02
28 C 4.92914 1.27696 -1.20601  -0.20
29 H 3.77430 0.51702 -2.86191  0.10
30 H 2.82230 1.44599 -1.70439  0.08
31 C 6.05698 0.23859 -1.26423  -0.22
32 H 5.21578 2.18552 -1.74901  0.10
33 H 4.75361 1.56617 -0.16118  0.12
34 C 5.65343 -1.05410 -0.54455  -0.20
35 H 6.28642 0.01286 -2.31594  0.11
36 H 6.97217 0.64831 -0.82084  0.10
37 C 4.35444 -1.64158 -1.12030  -0.20
38 H 6.45674 -1.79732 -0.61374  0.10
39 H 5.50092 -0.84288 0.52248  0.12
40 H 4.53042 -1.97160 -2.15103  0.10
41 H 4.06704 -2.52362 -0.53937  0.10
42 C 0.03952 -1.57983 -3.85829  -0.21
43 H 1.35684 0.07516 -3.47714  0.11
44 C -0.10860 -1.26242 -5.35331  -0.20
45 H 0.02832 -2.66769 -3.71511  0.10
46 H -0.81749 -1.17677 -3.31906  0.07
47 C 1.07966 -1.79217 -6.16223  -0.21
48 H -1.04811 -1.68572 -5.72752  0.11
49 H -0.17894 -0.17232 -5.47839  0.11
50 C 2.40122 -1.26779 -5.59107  -0.20
51 H 1.08178 -2.89094 -6.12380  0.11
52 H 0.97985 -1.51099 -7.21716  0.10
53 C 2.53867 -1.60374 -4.09826  -0.20
54 H 3.25106 -1.68962 -6.14089  0.10
55 H 2.44822 -0.17681 -5.71926  0.11
56 H 2.55504 -2.69133 -3.97469  0.10
57 H 3.49195 -1.22617 -3.72615  0.08
58 C -1.98529 -0.02648 -1.43122  -0.23
59 C -1.20629 1.03303 -1.85102  -0.21
60 H -1.74581 -1.02965 -1.77520  0.07
61 C -1.66625 2.45623 -1.66543  -0.19
62 H -0.42373 0.86662 -2.58514  0.09
63 C -2.75310 2.57774 -0.59433  -0.19
64 H -0.81857 3.11347 -1.43581  0.09
65 H -2.05372 2.80909 -2.63506  0.12
66 C -3.88218 1.58526 -0.88969  -0.19
67 H -2.32054 2.35678 0.38793  0.09
68 H -3.13806 3.60333 -0.57049  0.11
69 C -3.37436 0.13311 -0.86406  -0.18
70 H -4.69561 1.70002 -0.16559  0.10
71 H -4.30032 1.81224 -1.88036  0.11
72 H -3.40281 -0.26002 0.15619  0.11
73 H -4.03454 -0.50631 -1.46720  0.11
74 C -1.56419 1.48639 2.65337  -0.23
75 O -0.91473 0.86924 1.55168  -0.57
76 H -1.35208 2.57542 2.64783  0.06
77 H -1.18442 1.04466 3.59722  0.06
78 H -2.65819 1.31528 2.58378  0.05

Results
* net charge: -1
* ⟨S²⟩: 6.02
* multiplicity: 5
* E_tot: -2504.41373 a.u.
* F_max: 8.78 eV Å⁻¹
* frontier orbital gap (spin up / spin down): 4.798 / 4.869 eV

=====

The lowest F_max belongs to which entry? C4H12O3

=====

Look up the F_max of the first one. 2.38 eV Å⁻¹